No. 1
Computed, not measured: 14 unconnected molecules or ions with the total composition C6H36O13 in a non-equilibrium geometry, with wB97M-V/def2-TZVPD.

Geometry as XYZ:
```
55
Properties=species:S:1:pos:R:3:nbo_charge:R:1
C 0.7029 0.7162 -1.5895 0.082
H -3.0529 2.4496 -0.6922 0.509
H -3.3289 -1.4919 0.6474 0.491
O 0.3380 -3.8717 -2.2234 -0.964
H 0.9508 -1.8290 0.7582 0.230
H 0.1044 -1.4019 3.4720 0.449
H 0.6026 1.0072 4.0392 0.519
H 2.0037 2.0824 0.9581 0.480
C 0.3261 0.6543 -4.1434 -0.718
O -1.9101 0.5269 1.7160 -1.030
H 0.1097 -3.6802 -3.1368 0.466
O 0.5295 -0.9629 4.2171 -0.966
O 4.1074 -0.1692 -0.1570 -0.950
H -1.0743 3.0753 0.9726 0.499
H -1.4190 0.8846 2.4735 0.505
H -1.8416 1.1855 0.9706 0.503
H 1.4007 1.0555 -4.2456 0.275
H 1.4771 1.6956 2.8952 0.500
H 0.5237 0.7820 0.5193 0.298
O -0.1342 2.9187 1.0834 -1.012
H -0.5580 -3.8756 -1.8207 0.495
H 0.1133 -0.9896 -2.7958 0.217
H -1.4400 -1.8110 -1.3878 0.457
H -3.3292 0.0018 0.8360 0.502
H 0.6536 2.7240 -2.6152 0.246
H -1.6425 -1.9678 1.9803 0.498
H 1.7938 2.6499 -1.2957 0.270
H -0.4984 1.3109 -4.5481 0.300
H 2.8828 0.7545 0.8272 0.490
O 3.1020 -0.7042 3.5130 -0.960
H 0.0898 2.7847 -1.0686 0.322
O -2.0206 -2.6590 1.4334 -0.980
H 1.4934 -1.0677 4.0509 0.507
C 0.2985 0.1056 -2.7487 0.107
H 0.1476 -0.2389 -4.7191 0.247
H -2.8067 -0.6101 -2.5786 0.475
O 0.6803 1.7672 3.4436 -1.018
H 3.5727 -0.8465 2.6851 0.490
H 4.7245 0.3100 -0.7299 0.505
C 0.9890 -1.2296 -0.1277 -0.204
O -3.1274 0.1752 -2.1184 -1.016
H 0.0418 2.6474 1.9956 0.508
H -2.1480 -2.8491 -0.5846 0.504
H 3.6135 -0.0249 3.9561 0.497
H 3.3688 -0.5208 -0.6662 0.471
H -2.2011 -3.4131 2.0059 0.504
H -3.5591 -0.1895 -1.2834 0.521
C 0.7440 0.0814 -0.3021 -0.251
O 2.6612 1.5134 1.3891 -0.971
C 0.8373 2.2156 -1.6250 -0.738
O -3.7553 -0.7003 0.3094 -0.977
H 1.1227 -1.9548 -0.9961 0.245
O -2.2496 2.0651 -0.3237 -0.984
H -2.0415 1.5220 -1.1165 0.509
O -1.9687 -2.6033 -1.5086 -0.951
```

* multiplicity: 2
* HOMO (spin up / spin down): -13.75 / -13.75 eV
* relative energy (zero: lowest compared OMol25 entry of this formula, charge and spin): 0.000 eV
* electronic energy: -1227.9796 Ha
* total charge: +1

No. 2
Computed, not measured: 17 unconnected molecules or ions with the total composition C6H37F4N2O18S in a non-equilibrium geometry, with wB97M-V/def2-TZVPD.

Geometry as XYZ:
```
68
Properties=species:S:1:pos:R:3:nbo_charge:R:1
N 0.9063 -0.3579 -0.1649 -0.733
S -4.4236 1.0172 1.9700 2.175
H -6.4572 2.6783 3.3649 0.462
H -0.3988 -5.3302 -3.0012 0.494
H -0.4837 -3.4999 -1.2194 0.510
H -3.4734 0.8396 -0.6279 0.280
O -7.2852 2.3937 3.7637 -0.923
O 4.3319 -2.6197 -2.2070 -0.962
N -2.8407 0.6243 1.4323 -0.628
H 1.6743 -5.6492 -1.0313 0.484
H -4.4296 2.7133 -0.7288 0.469
O 4.2408 -0.3107 1.4610 -0.973
H 2.4766 -6.4178 0.0153 0.480
H 4.2745 -1.2737 1.3915 0.486
H 0.6157 2.9242 1.2519 0.494
H 5.0178 0.6160 -3.8356 0.480
O 0.3324 -5.2383 -2.3800 -0.972
H 0.8444 -1.1007 -0.8624 0.447
O 0.3496 2.9490 0.3210 -0.975
H 6.6606 3.8540 -3.0828 0.475
O 2.7927 0.5499 -2.9047 -0.953
O -4.6607 0.7145 3.3372 -0.843
H 5.1837 -2.2408 -1.9665 0.478
H -1.5526 -2.6439 -0.5539 0.484
O -2.8179 -3.7675 -2.0121 -0.961
F -5.9495 0.4853 -0.1414 -0.274
O -4.6319 2.4052 1.6901 -0.900
C -1.4493 0.2930 -0.5051 -0.238
F -1.9520 0.4166 3.5714 -0.247
H -3.1877 4.1709 2.6741 0.464
H -3.3719 -3.1087 -2.4455 0.480
O -2.6850 4.9762 2.8259 -0.945
O 5.9191 1.8044 0.1437 -0.958
C -5.5938 -0.0915 0.9972 0.786
H 4.1181 -2.1955 -3.0463 0.486
H 0.5048 2.6930 4.1100 0.491
H -1.3073 0.2673 -1.5906 0.276
H -5.3782 2.9273 -1.8943 0.489
C -1.7951 0.3643 2.2713 0.684
O 5.8999 0.2566 -3.9940 -0.945
O 2.7080 -2.7860 0.3265 -0.994
H -3.2092 5.6669 2.4068 0.482
O 2.3616 -5.5387 -0.3604 -0.970
H -3.2823 -4.5991 -2.1627 0.484
F -6.6374 -0.3244 1.7709 -0.264
C -2.6274 0.6025 0.0596 0.021
H 1.1156 -5.2088 -2.9449 0.490
C -0.5232 0.0412 1.7759 -0.343
O 6.2257 3.8432 -2.2234 -0.954
H -0.8036 3.0036 3.4054 0.486
H 2.9887 1.4318 -2.5682 0.476
H 5.0707 -0.0176 1.0618 0.482
H 0.2756 -0.1588 2.4982 0.279
H 6.0678 2.0384 1.0676 0.481
H 2.0675 -3.4305 0.6478 0.486
O -4.5638 2.4711 -1.6536 -0.950
F -4.9890 -1.2596 0.7240 -0.299
H -7.2589 1.4332 3.7064 0.464
H 2.4586 0.0759 -2.1352 0.478
H 6.7390 3.2102 -1.7063 0.478
H 6.3255 0.2927 -3.1309 0.464
C -0.3219 -0.0180 0.3635 0.367
H 1.4604 -0.6728 0.6342 0.417
O -0.6196 -2.6439 -0.7890 -0.988
H 0.5972 3.8330 0.0300 0.481
O 0.0726 2.6293 3.2503 -0.968
H 5.0979 2.2568 -0.0830 0.482
H 3.1859 -3.2600 -0.3682 0.509
```

* HOMO: -13.04 eV
* electronic energy: -2512.0378 Ha
* total charge: +1

No. 3
Computed, not measured: 11 unconnected molecules or ions with the total composition C6H37N2O10 in a non-equilibrium geometry, with wB97M-V/def2-TZVPD.

Geometry as XYZ:
```
55
Properties=species:S:1:pos:R:3:nbo_charge:R:1
H 0.6221 4.5837 1.4777 0.493
O 1.8567 -0.7628 3.5886 -1.001
N 0.4688 -0.2708 -2.5036 -0.677
H -0.1296 4.8528 0.1647 0.488
H 1.9425 -1.1946 4.4395 0.501
H 1.9575 -0.6000 0.6016 0.469
C 0.8531 1.0044 -1.9117 -0.216
H 2.5378 1.3600 -3.5559 0.232
H -1.3124 3.6560 1.4281 0.490
H -2.0916 1.9339 2.2829 0.486
O 1.0794 -3.2811 -0.0688 -1.004
O 2.7542 -1.0074 0.9599 -0.966
H -0.1327 -1.9893 -0.6939 0.459
C -0.9528 -0.5550 -2.6170 -0.234
H -3.3683 1.3587 2.7887 0.470
H 2.5644 -0.8437 2.9390 0.517
H 1.8616 2.6287 -2.8028 0.214
H 3.3005 -2.9108 -2.1781 0.502
H -1.4359 0.2564 -3.1695 0.195
H 1.1243 0.8732 -0.8651 0.180
O -2.4283 1.1543 2.7567 -0.982
H -0.9085 -1.4955 0.5290 0.490
O -2.1577 3.7281 1.9061 -0.975
C 3.3014 1.6550 -1.5836 -0.618
H -3.6322 -1.6508 2.3237 0.483
H 0.9599 -0.5375 -3.3430 0.384
H 3.0448 1.7856 -0.5377 0.215
C -1.9100 -3.0676 -0.4886 -0.416
C -1.6317 -0.6884 -1.2506 -0.219
H -2.1085 -1.7590 2.2898 0.495
H -2.9579 2.7951 -1.5275 0.496
H -2.9808 -2.9873 -0.3593 0.248
H 1.3039 -4.1060 0.3700 0.497
H 2.5881 -1.5049 -2.1564 0.492
O -0.2998 -1.0682 2.0444 -1.001
H 0.0870 1.7720 -2.0254 0.174
H -1.1150 -1.5420 -3.0459 0.212
H -1.5146 2.2359 -0.9613 0.481
N -1.1187 -1.8372 -0.4381 -0.572
O -2.8809 -1.6379 1.7233 -0.979
H 3.2713 -1.2189 0.1790 0.503
H 0.5792 -1.3899 2.3579 0.522
H -0.3631 -0.2176 2.5006 0.520
H 1.8843 -2.7465 -0.1854 0.509
O -2.3971 2.5533 -0.7900 -0.975
C 2.1330 1.5848 -2.5656 -0.444
O 3.0928 -2.1421 -1.6384 -0.981
H 3.6587 0.6163 -1.5576 0.186
H 4.2482 2.0986 -1.8770 0.239
H -1.6457 -3.6486 0.3887 0.233
H -1.6203 -3.5627 -1.4064 0.208
H -2.8833 3.6475 1.2836 0.485
H -2.7140 -0.7462 -1.2855 0.239
O 0.2700 4.1519 0.6913 -0.953
H -1.3342 0.1537 -0.6231 0.205
```

* HOMO: -12.49 eV
* relative energy (zero: lowest compared OMol25 entry of this formula, charge and spin): 2.407 eV
* electronic energy: -1112.4665 Ha
* total charge: +1

No. 4
Computed, not measured: 12 unconnected molecules or ions with the total composition C6H37NO11 in a non-equilibrium geometry, with wB97M-V/def2-TZVPD.

Geometry as XYZ:
```
55
Properties=species:S:1:pos:R:3:nbo_charge:R:1
H -2.6255 0.7206 -2.7683 0.213
H 2.9398 2.9483 2.1751 0.462
H 0.4473 1.3323 -4.4600 0.217
H 3.7995 -1.6676 1.5617 0.483
H 0.6133 -2.5579 -1.6771 0.510
H 2.6149 -1.5628 -0.7828 0.481
H -0.8857 -3.1026 3.0799 0.456
O -1.7679 -4.4028 -0.0131 -0.942
H -3.7605 -0.0050 2.5219 0.469
C -0.6192 1.4183 -2.2195 -0.215
H -2.3048 -4.2309 -0.7947 0.469
H 0.2121 2.9484 -3.3702 0.200
H 2.9062 1.5951 2.4555 0.465
O 2.5491 -0.6126 -0.9130 -0.969
H 0.1683 4.8115 -1.6615 0.213
H 2.5639 -2.2100 0.7409 0.466
H -0.8060 3.7878 -0.7022 0.211
H -1.3247 4.0036 -2.3119 0.201
H -2.3967 0.3564 3.0960 0.502
H 0.2322 -3.7445 -0.8291 0.501
H 0.9627 0.0047 -1.8835 0.224
C 0.6960 0.3447 -4.0814 -0.666
O 0.0208 -1.2360 0.9124 -0.992
H -0.4702 3.1868 1.8481 0.476
H 1.7879 0.1857 -3.9079 0.234
H -1.8271 1.6252 -4.1157 0.204
H -1.8143 -3.5496 0.4573 0.478
C -0.4208 3.8780 -1.7069 -0.613
O -0.8878 2.3552 1.6443 -0.985
O 1.2314 1.3668 0.5001 -0.988
O 2.7136 2.4078 2.9515 -0.926
O 2.8425 -1.7359 1.5211 -0.948
H -1.0713 -1.0526 -1.5334 0.376
H 0.5161 -0.4584 -4.8176 0.222
C -1.9806 1.5287 -3.0291 -0.629
H 2.8801 -0.0354 -0.2242 0.502
C 0.2994 2.6908 -2.3153 -0.425
H -0.4725 1.8778 0.9224 0.492
O 0.7948 -2.9581 -0.8077 -1.021
C 0.1446 0.1452 -2.6843 -0.069
H 0.8265 0.5222 0.8077 0.513
O -2.9235 -0.3967 2.7899 -0.976
H 1.2029 1.2473 -0.4656 0.480
O -1.7763 -2.7263 3.0087 -0.944
O -0.7652 0.5012 4.2852 -0.952
H -1.6203 -1.8591 3.4037 0.489
H -0.9051 1.3447 -1.1991 0.191
H -0.2950 1.2986 4.0009 0.490
N -0.6671 -1.1266 -2.4589 -0.889
H -2.3925 2.4819 -2.6643 0.213
H -0.0710 -0.1577 4.1059 0.471
H -1.2611 -1.1238 -3.2912 0.367
H 0.7718 -1.7818 0.7373 0.502
H 1.3520 2.5959 -2.1328 0.211
H -0.8462 -1.6317 0.8791 0.495
```

* HOMO: -9.46 eV
* relative energy (zero: lowest compared OMol25 entry of this formula, charge and spin): 3.821 eV
* structure (SMILES): CC[C@@H](C)[C@H](C)N.O.O.O.O.O.O.O.O.O.O.O
* electronic energy: -1133.1230 Ha
* total charge: 0

Copy entry 1 word for word.
Computed, not measured: 14 unconnected molecules or ions with the total composition C6H36O13 in a non-equilibrium geometry, with wB97M-V/def2-TZVPD.

Geometry as XYZ:
```
55
Properties=species:S:1:pos:R:3:nbo_charge:R:1
C 0.7029 0.7162 -1.5895 0.082
H -3.0529 2.4496 -0.6922 0.509
H -3.3289 -1.4919 0.6474 0.491
O 0.3380 -3.8717 -2.2234 -0.964
H 0.9508 -1.8290 0.7582 0.230
H 0.1044 -1.4019 3.4720 0.449
H 0.6026 1.0072 4.0392 0.519
H 2.0037 2.0824 0.9581 0.480
C 0.3261 0.6543 -4.1434 -0.718
O -1.9101 0.5269 1.7160 -1.030
H 0.1097 -3.6802 -3.1368 0.466
O 0.5295 -0.9629 4.2171 -0.966
O 4.1074 -0.1692 -0.1570 -0.950
H -1.0743 3.0753 0.9726 0.499
H -1.4190 0.8846 2.4735 0.505
H -1.8416 1.1855 0.9706 0.503
H 1.4007 1.0555 -4.2456 0.275
H 1.4771 1.6956 2.8952 0.500
H 0.5237 0.7820 0.5193 0.298
O -0.1342 2.9187 1.0834 -1.012
H -0.5580 -3.8756 -1.8207 0.495
H 0.1133 -0.9896 -2.7958 0.217
H -1.4400 -1.8110 -1.3878 0.457
H -3.3292 0.0018 0.8360 0.502
H 0.6536 2.7240 -2.6152 0.246
H -1.6425 -1.9678 1.9803 0.498
H 1.7938 2.6499 -1.2957 0.270
H -0.4984 1.3109 -4.5481 0.300
H 2.8828 0.7545 0.8272 0.490
O 3.1020 -0.7042 3.5130 -0.960
H 0.0898 2.7847 -1.0686 0.322
O -2.0206 -2.6590 1.4334 -0.980
H 1.4934 -1.0677 4.0509 0.507
C 0.2985 0.1056 -2.7487 0.107
H 0.1476 -0.2389 -4.7191 0.247
H -2.8067 -0.6101 -2.5786 0.475
O 0.6803 1.7672 3.4436 -1.018
H 3.5727 -0.8465 2.6851 0.490
H 4.7245 0.3100 -0.7299 0.505
C 0.9890 -1.2296 -0.1277 -0.204
O -3.1274 0.1752 -2.1184 -1.016
H 0.0418 2.6474 1.9956 0.508
H -2.1480 -2.8491 -0.5846 0.504
H 3.6135 -0.0249 3.9561 0.497
H 3.3688 -0.5208 -0.6662 0.471
H -2.2011 -3.4131 2.0059 0.504
H -3.5591 -0.1895 -1.2834 0.521
C 0.7440 0.0814 -0.3021 -0.251
O 2.6612 1.5134 1.3891 -0.971
C 0.8373 2.2156 -1.6250 -0.738
O -3.7553 -0.7003 0.3094 -0.977
H 1.1227 -1.9548 -0.9961 0.245
O -2.2496 2.0651 -0.3237 -0.984
H -2.0415 1.5220 -1.1165 0.509
O -1.9687 -2.6033 -1.5086 -0.951
```

* multiplicity: 2
* HOMO (spin up / spin down): -13.75 / -13.75 eV
* relative energy (zero: lowest compared OMol25 entry of this formula, charge and spin): 0.000 eV
* electronic energy: -1227.9796 Ha
* total charge: +1